Entry 1:
{"formula": "C13H20NO16S4", "method": "ωB97M-V with the def2-TZVPD basis set", "total_charge": 1, "e_homo_ev": -13.50, "e_tot_ev": -91386.7296, "gap_ev": 9.57, "spin_multiplicity": 1, "lumo_energy_ev": -3.9, "species": ["O", "C", "O", "C", "C", "C", "N", "C", "C", "C", "S", "O", "O", "H", "H", "H", "H", "H", "H", "H", "H", "C", "C", "O", "S", "O", "O", "O", "H", "H", "H", "H", "C", "C", "O", "S", "O", "O", "O", "H", "H", "H", "H", "C", "C", "O", "S", "O", "O", "O", "H", "H", "H", "H"], "coordinates": [[-2.263803, -3.009666, 1.346859], [-1.724093, -2.403572, 0.483498], [-1.362502, -2.951001, -0.702423], [-1.345331, -0.943306, 0.631154], [-0.103117, -0.710356, 1.228038], [0.326012, 0.587286, 1.403972], [-0.442161, 1.590495, 0.979979], [-1.633079, 1.402171, 0.394962], [-2.146723, 0.132407, 0.209095], [-3.500093, -0.013685, -0.437462], [-4.852673, -0.405275, 0.684434], [-4.804495, -1.783474, 1.054710], [-6.041227, 0.076065, 0.047959], [-0.566814, -2.501180, -1.021139], [0.517542, -1.537598, 1.545833], [1.274392, 0.792869, 1.874577], [-0.077378, 2.528736, 1.113414], [-2.175364, 2.280368, 0.071154], [-3.508306, -0.764168, -1.227794], [-3.766268, 0.960620, -0.849254], [-4.569989, 0.360935, 1.773169], [0.744543, 0.394813, 6.737303], [2.029041, 1.158665, 6.984708], [2.816052, 0.905044, 5.803179], [1.866613, 0.765710, 4.545119], [1.810653, 2.002935, 3.842218], [2.177812, -0.437451, 3.854488], [0.493121, 0.580689, 5.328648], [0.864660, -0.672359, 6.926410], [-0.091759, 0.775654, 7.315685], [2.563954, 0.817215, 7.865275], [1.854513, 2.233042, 7.056000], [3.944708, -0.060154, -2.116805], [4.539901, 1.315148, -2.337708], [3.391132, 2.168012, -2.505349], [2.191949, 1.639915, -1.615685], [2.155272, 2.367705, -0.387211], [1.028548, 1.496666, -2.407118], [2.780022, 0.188653, -1.305284], [3.617510, -0.515393, -3.052161], [4.621050, -0.733077, -1.597608], [5.170701, 1.368275, -3.219485], [5.098907, 1.659641, -1.466366], [-1.487191, -0.833339, -6.024960], [-1.669883, -2.158401, -5.315226], [-0.665503, -2.139074, -4.284761], [-0.444182, -0.642781, -3.771368], [-1.201489, -0.438807, -2.578895], [0.939933, -0.380278, -3.838346], [-1.186354, 0.095824, -4.966024], [-0.641207, -0.854690, -6.712884], [-2.379227, -0.512279, -6.554491], [-1.518075, -3.014589, -5.965168], [-2.650254, -2.229604, -4.840866]], "atomic_forces_ev_per_a": [[-0.030, 0.031, 0.028], [-0.051, -0.115, -0.285], [0.152, 0.028, 0.521], [0.394, -0.003, 0.143], [-0.503, 0.197, -0.238], [0.236, -0.777, 0.008], [0.146, 0.137, 0.179], [-0.290, -0.164, -0.014], [0.133, -0.307, 0.156], [0.533, 0.630, 0.287], [-0.942, -0.808, -0.686], [0.505, 0.136, 0.320], [0.196, 0.528, 0.162], [-0.247, 0.143, -0.435], [0.028, 0.106, 0.104], [-0.032, 0.385, -0.141], [-0.036, 0.027, -0.186], [0.142, 0.059, 0.044], [-0.089, -0.067, 0.075], [-0.146, -0.166, -0.220], [0.088, 0.040, -0.067], [0.118, -0.320, 0.217], [-0.219, 0.355, 0.138], [-0.065, -0.274, -0.072], [-0.036, 0.025, 0.601], [-0.107, -0.124, -0.277], [0.068, 0.131, -0.248], [0.086, 0.229, 0.025], [0.012, 0.008, -0.003], [-0.086, 0.090, -0.192], [0.169, -0.108, -0.150], [-0.008, -0.011, 0.007], [0.045, -0.141, -0.414], [0.283, -0.061, 0.335], [-0.231, -0.138, -0.148], [0.353, -0.201, 0.004], [-0.256, -0.097, 0.057], [-0.080, 1.259, 0.726], [0.143, 0.192, 0.206], [-0.019, 0.027, -0.002], [-0.125, 0.030, 0.190], [-0.178, 0.128, -0.115], [0.000, -0.012, -0.008], [0.227, -0.172, -0.314], [-0.430, 0.040, 0.082], [0.012, 0.111, 0.002], [-0.228, -0.421, -0.952], [0.213, 0.050, 0.137], [0.230, -0.717, -0.135], [-0.247, -0.030, 0.307], [-0.001, -0.013, 0.013], [-0.026, 0.169, 0.158], [0.204, -0.039, 0.105], [-0.008, -0.005, -0.035]], "mulliken_charge": [-0.433, 0.075, -0.451, 0.779, -0.297, -1.716, 0.267, -0.991, 0.871, -1.275, 0.964, -0.522, -0.598, 0.387, 0.621, 1.210, 0.346, 0.454, 0.366, 0.601, 0.148, -0.288, -0.380, -0.298, 1.325, -0.590, -0.567, -0.294, 0.292, 0.304, 0.318, 0.290, -0.259, -0.426, -0.337, 1.201, -0.618, -0.454, -0.221, 0.201, 0.339, 0.332, 0.297, -0.392, -0.311, -0.335, 0.868, -0.210, -0.495, -0.327, 0.298, 0.325, 0.329, 0.274]}

Entry 2:
{"formula": "C13H20NS2", "method": "ωB97M-V with the def2-TZVPD basis set", "total_charge": 1, "e_above_lowest_ev": 0.0000, "e_homo_ev": -12.36, "e_tot_ev": -36959.2977, "gap_ev": 7.40, "spin_multiplicity": 1, "lumo_energy_ev": -5.0, "species": ["C", "C", "C", "C", "C", "S", "C", "C", "S", "C", "C", "H", "H", "H", "H", "H", "H", "H", "H", "H", "C", "C", "C", "C", "N", "H", "H", "H", "H", "H", "H", "H", "H", "H", "H", "H"], "coordinates": [[4.175513, 0.520589, 0.959123], [3.742916, 1.263282, -0.145475], [2.583468, 0.903632, -0.817896], [1.837821, -0.213875, -0.404045], [0.622605, -0.565485, -1.138243], [0.226111, -2.218183, -1.406268], [-0.719446, -2.021849, -2.944320], [-0.802545, -0.583047, -3.424423], [-0.096286, 0.580272, -2.198617], [2.319759, -1.010189, 0.657715], [3.453563, -0.610111, 1.364882], [5.065126, 0.829310, 1.505507], [4.310123, 2.126586, -0.486174], [2.264299, 1.450040, -1.707146], [-0.231269, -2.664573, -3.687153], [-1.724503, -2.411646, -2.745968], [-0.289020, -0.453981, -4.387516], [-1.848570, -0.274801, -3.543117], [1.813717, -1.945150, 0.918479], [3.782913, -1.180996, 2.236568], [-3.077631, 1.099860, 0.606301], [-1.856105, 0.457486, 1.250045], [-0.728480, 1.480283, 1.336503], [-2.235908, -0.051372, 2.645252], [-1.335917, -0.618670, 0.406484], [-3.949826, 0.436202, 0.670016], [-3.296675, 2.026349, 1.157214], [-2.882897, 1.359379, -0.439636], [0.154947, 1.057989, 1.836582], [-0.438582, 1.790501, 0.324234], [-1.081691, 2.357253, 1.888773], [-1.407712, -0.590027, 3.123474], [-2.510037, 0.806611, 3.272636], [-3.089141, -0.738361, 2.578486], [-0.732475, -1.266342, 0.910356], [-2.018163, -1.126965, -0.172629]], "atomic_forces_ev_per_a": [[-0.465, 0.079, -0.153], [0.082, -0.164, 0.139], [-0.119, 0.111, 0.021], [-0.103, -0.038, 0.516], [0.050, -0.424, -1.258], [0.827, 0.159, -0.329], [-0.557, -0.588, 0.164], [-0.226, 0.546, -0.044], [0.452, -0.313, -0.320], [0.076, 0.179, 0.080], [-0.112, -0.120, -0.153], [-0.196, -0.120, -0.134], [-0.088, -0.204, 0.086], [0.165, -0.040, 0.392], [-0.164, 0.168, 0.240], [0.253, -0.018, -0.132], [-0.068, 0.109, 0.449], [0.285, -0.126, -0.091], [0.073, 0.414, 0.074], [-0.083, 0.120, -0.400], [-0.010, 0.086, 0.061], [0.046, -0.073, 0.299], [0.021, 0.214, 0.118], [-0.062, 0.057, -0.022], [0.115, -0.405, -0.249], [0.149, 0.169, -0.099], [-0.118, -0.291, -0.262], [-0.057, -0.001, 0.093], [-0.196, 0.148, -0.058], [-0.053, 0.071, 0.269], [0.275, -0.076, -0.029], [-0.076, 0.185, -0.080], [0.009, -0.298, 0.000], [0.138, 0.168, 0.070], [-0.581, 0.057, 0.068], [0.317, 0.262, 0.673]], "mulliken_charge": [-0.442, -0.702, -0.453, 0.501, 0.590, 0.041, -0.636, -0.507, -0.003, -0.330, -0.755, 0.414, 0.410, 0.410, 0.433, 0.356, 0.381, 0.345, 0.353, 0.404, -1.647, 1.088, -1.339, -1.624, -0.297, 0.431, 0.416, 0.323, 0.298, 0.212, 0.511, 0.399, 0.395, 0.398, 0.352, 0.276]}